C9H7F3N5O5PtS as an isolated structure, computed with ωB97M-V with the def2-TZVPD basis set.

Properties
**HOMO (alpha / beta)**: -13.3 / -13.1 eV
**E_LUMO (alpha / beta)**: -4.025 / -7.354 eV
**Total charge**: +1
**Multiplicity**: 5
**Orbital gap (alpha / beta)**: 9.24 / 5.79 eV

Cartesian coordinates (Å):
Pt -0.1622 1.1128 0.0497
S -0.5031 1.5791 -2.6333
F 1.1470 3.3072 -3.6407
F -0.7493 4.1383 -2.9878
F 0.7510 3.5797 -1.5274
O -1.5287 1.6738 -1.5405
O -0.9481 1.2533 -3.9321
O 1.5723 -1.9850 -0.0963
O 0.5878 0.7558 -2.0125
O -2.8727 0.5841 0.8520
N -1.7514 -0.2030 0.6748
N 5.5467 2.1509 0.5667
N 1.3570 1.1464 1.5603
N 0.4285 -1.6128 0.0203
N 4.2694 1.5105 4.8326
C 2.4401 1.3401 1.8863
C -0.6666 -2.2616 0.2145
C 3.7733 1.6030 2.3256
C 0.2088 3.2742 -2.7152
C -3.2083 -2.1361 0.2693
C -1.8863 -1.4483 0.3766
C -0.6272 -3.7571 0.3444
C 4.7475 1.8996 1.3621
C 4.0484 1.5460 3.6992
H -3.1610 -2.9045 -0.4988
H -4.0326 -1.4704 0.0268
H -3.5189 0.3533 0.1649
H -1.6233 -4.1869 0.3746
H -3.4492 -2.6171 1.2203
H -0.0824 -4.1857 -0.4972
H -0.1064 -4.0397 1.2606

Atomic forces in eV per Å
Pt -0.103 0.370 0.587
S -0.053 -0.199 0.299
F -0.019 0.036 0.015
F 0.037 0.000 -0.032
F -0.002 -0.032 0.105
O 0.190 0.095 -0.221
O -0.018 -0.160 0.052
O -0.027 -0.008 -0.020
O -0.071 0.138 -0.104
O 0.071 -0.182 0.084
N -0.084 0.032 -0.405
N -0.055 -0.018 0.010
N -0.073 -0.137 -0.717
N 0.170 -0.061 -0.036
N -0.034 -0.026 -0.053
C 0.384 0.147 0.376
C -0.206 0.110 0.074
C -0.524 -0.180 -0.131
C 0.027 0.079 -0.113
C -0.030 0.015 0.003
C 0.138 -0.293 0.174
C -0.035 0.026 -0.043
C 0.122 0.027 0.002
C 0.108 0.068 0.086
H 0.000 -0.008 0.008
H 0.029 0.019 0.022
H 0.019 0.146 -0.028
H 0.007 -0.017 0.002
H 0.010 0.001 0.002
H 0.001 -0.009 0.005
H 0.021 0.018 -0.001


C9H7MgN4OS2 as an isolated structure at a distorted geometry, computed with ωB97M-V with the def2-TZVPD basis set.

Properties
**HOMO**: -4.9 eV
**E_LUMO**: 3.003 eV
**Total charge**: -1
**Orbital gap**: 7.95 eV

Cartesian coordinates (Å):
S -2.5814 2.8589 -2.6392
S -3.1333 -1.2785 1.8990
Mg -1.6799 -0.8489 -0.0242
O -0.3846 -1.6129 -1.1274
N -0.9348 0.2448 2.5718
N -2.7228 0.3044 4.0313
N -2.7070 0.6054 -1.0001
N -0.4503 -0.2103 1.3287
C 2.5244 0.4511 -0.5790
C 1.3366 -0.1896 -0.3241
C 0.6965 0.1834 0.9748
C -2.6977 1.4712 -1.7546
C 0.7399 -0.9983 -1.3245
C 2.5729 -0.4676 -2.7373
C -2.0915 -0.2369 2.8785
C 1.3713 -1.1155 -2.5078
C 3.1549 0.3550 -1.7456
H 1.0013 -1.8459 -3.2128
H 4.1451 0.7907 -1.9045
H 3.0292 -0.6793 -3.7433
H -2.0795 0.7830 4.6755
H 3.0203 1.0145 0.2210
H 1.2152 0.8369 1.6408
H -3.3447 -0.4155 4.4031

Atomic forces in eV per Å
S -0.241 -0.621 0.001
S 0.310 -0.120 0.636
Mg -1.832 -0.258 -0.551
O -0.196 -0.583 -0.180
N 0.875 -0.113 -0.257
N 0.757 -0.985 -0.663
N 0.024 -2.318 1.172
N -0.509 0.409 1.607
C 0.361 0.795 2.214
C -1.182 0.779 1.490
C 0.715 -0.794 -1.368
C 0.366 2.986 -1.386
C -1.548 0.210 2.448
C 0.266 -0.262 -0.994
C -1.223 0.792 -0.118
C 2.274 -0.316 -2.111
C 1.537 -0.851 -3.084
H -0.237 0.209 -0.198
H -0.430 0.000 -0.009
H -0.125 0.559 1.222
H -0.487 -0.616 -0.390
H -0.414 -0.045 -0.166
H 0.659 0.451 0.409
H 0.279 0.691 0.277


The calculation returns the following energy above the lowest of the compared OMol25 structures with the same formula, charge and spin values, one per record and in order: 0.331, 0.153 eV.